A) The following is a DFT calculation (wB97M-V/def2-TZVPD) of an isolated molecule of C2H3N3O.

## Properties
Spin multiplicity: 1
Kohn-Sham gap (eV): 9.4
SMILES string: Nc1conn1
Total charge: 0

Geometry (Å):
C 1.49 0.96 -0.04
C 0.86 -0.41 -0.08
N 1.94 -1.23 0.02
N 3.02 -0.56 0.07
N -0.45 -0.83 -0.14
O 2.78 0.71 -0.07
H 1.25 2.02 -0.17
H -1.22 -0.26 -0.47
H -0.87 -1.77 -0.05

Results of the Mulliken charge analysis, in e, for atoms 1 through 8:
1 C -0.15
2 C 0.29
3 N -0.35
4 N -0.11
5 N -0.44
6 O -0.03
7 H 0.36
8 H 0.20

---

B) The following is a DFT calculation (wB97M-V/def2-TZVPD) of an isolated molecule of C2H3N3O.

## Properties
Spin multiplicity: 1
Kohn-Sham gap (eV): 10.0
SMILES string: [H]/N=c1/nco[nH]1
Total charge: 0

Geometry (Å):
C 0.82 -0.01 -0.23
C -1.09 1.09 -0.30
H 1.86 -1.40 0.05
H -1.92 1.78 -0.26
H -0.10 -1.39 1.28
N 1.97 -0.45 -0.68
N 0.10 1.24 -0.68
N -0.20 -0.76 0.52
O -1.45 -0.09 0.31

Results of the Mulliken charge analysis, in e, for atoms 1 through 8:
1 C 0.31
2 C 0.14
3 H 0.27
4 H 0.36
5 H 0.27
6 N -0.52
7 N -0.43
8 N -0.12

---

The calculated energies rank the structures as follows, beginning with the most stable: A), B).

---

A) The following is a DFT calculation (wB97M-V/def2-TZVPD) of a cluster of 2 separate species, C2H5ClS in total.

## Properties
Spin multiplicity: 1
Kohn-Sham gap (eV): 8.9
Total charge: 0

Geometry (Å):
C -1.26 -0.40 0.01
C 1.45 0.57 1.03
S 1.26 1.66 -0.38
Cl 2.02 -0.93 0.37
H -0.65 0.32 0.50
H -1.62 -0.91 0.89
H -0.55 -1.02 -0.31
H -1.86 -0.01 -0.72
H 1.21 0.71 -1.39

Results of the Mulliken charge analysis, in e, for atoms 1 through 8:
1 C -1.22
2 C -0.07
3 S -0.10
4 Cl -0.08
5 H 0.26
6 H 0.36
7 H 0.35
8 H 0.30

---

B) The following is a DFT calculation (wB97M-V/def2-TZVPD) of an isolated molecule of C2H5ClS.

## Properties
Spin multiplicity: 1
Kohn-Sham gap (eV): 10.4
SMILES string: C[C@@H](S)Cl
Total charge: 0

Geometry (Å):
C -0.14 1.04 -0.21
C -0.21 -0.79 -0.15
S -0.12 -1.46 1.50
Cl -1.60 -1.33 -1.11
H -0.49 1.34 0.91
H 0.84 1.30 -0.64
H -0.97 1.38 -0.88
H 0.71 -0.99 -0.83
H -1.18 -0.70 1.80

Results of the Mulliken charge analysis, in e, for atoms 1 through 8:
1 C -0.79
2 C -0.12
3 S -0.14
4 Cl -0.17
5 H 0.23
6 H 0.27
7 H 0.31
8 H 0.29

---

The calculated energies rank the structures as follows, beginning with the most stable: B), A).

---

A) The following is a DFT calculation (wB97M-V/def2-TZVPD) of an isolated molecule of C5H9BN2O3.

## Properties
Spin multiplicity: 1
Kohn-Sham gap (eV): 8.7
SMILES string: CC1=C[C@](C)(OB(O)O)N=N1
Total charge: 0

Geometry (Å):
B -2.09 -0.70 0.27
C 0.79 0.56 -0.74
C 1.27 1.27 0.29
C 0.35 -0.85 -0.37
C 1.17 2.74 0.52
C 0.87 -2.19 -0.94
N 1.52 0.31 1.27
N 1.14 -0.80 0.96
O -1.60 -0.36 1.52
O -3.31 -0.75 -0.07
O -1.00 -1.01 -0.58
H 0.39 0.71 -1.71
H 1.82 3.32 -0.13
H 0.16 3.09 0.38
H 1.45 2.90 1.55
H 0.67 -2.86 -0.08
H 0.39 -2.45 -1.89
H 1.95 -2.26 -1.21
H -2.25 0.23 1.90
H -3.70 -0.92 -0.95

Results of the Mulliken charge analysis, in e, for atoms 1 through 8:
1 B 0.69
2 C -0.70
3 C 0.43
4 C 1.55
5 C -1.27
6 C -1.46
7 N -0.34
8 N -0.42

---

B) The following is a DFT calculation (wB97M-V/def2-TZVPD) of an isolated molecule of C5H9BN2O3.

## Properties
Spin multiplicity: 1
Kohn-Sham gap (alpha / beta) (eV): 7.9 / 8.4
Total charge: 0

Geometry (Å):
B -1.90 0.71 0.27
C 1.63 -0.92 1.38
C 0.84 -1.93 0.63
C 2.18 0.05 0.79
C -0.59 -0.92 -1.18
C 2.03 1.74 -0.78
N 0.08 -1.97 -0.35
N -0.83 0.32 -0.56
O -2.95 -0.14 0.57
O -1.92 2.06 0.73
O 2.48 0.60 -0.31
H 1.57 -1.12 2.39
H 0.97 -2.82 1.22
H 0.05 -0.96 -1.97
H -1.54 -1.24 -1.48
H 0.01 0.90 -0.50
H 2.47 2.04 -1.64
H 1.19 2.17 -0.40
H -3.01 -1.03 0.09
H -2.75 2.48 1.10

Results of the Mulliken charge analysis, in e, for atoms 1 through 8:
1 B 0.52
2 C -0.33
3 C 0.10
4 C 0.11
5 C -0.75
6 C -0.79
7 N -0.57
8 N 0.05

---

The calculated energies rank the structures as follows, beginning with the most stable: A), B).

---

A) The following is a DFT calculation (wB97M-V/def2-TZVPD) of a cluster of 2 separate species, C3H8N2OS in total.

## Properties
Spin multiplicity: 1
Kohn-Sham gap (alpha / beta) (eV): 8.4 / 6.1
Total charge: 0

Geometry (Å):
C 1.32 -0.54 -0.41
C 1.68 1.79 0.12
C -2.53 -1.46 -1.02
N 0.65 0.30 1.69
N 1.28 0.47 0.45
O 1.88 -1.05 -1.29
S -1.40 -2.17 0.15
H 2.28 1.83 -0.71
H 0.79 2.38 0.10
H 2.08 2.11 1.04
H -3.50 -1.42 -0.63
H -2.48 -1.89 -1.93
H -2.38 -0.35 -1.15
H -0.30 0.67 1.55
H 0.61 -0.66 2.04

Results of the Mulliken charge analysis, in e, for atoms 1 through 8:
1 C 0.27
2 C -0.93
3 C -0.82
4 N -0.68
5 N 0.28
6 O -0.35
7 S -0.25
8 H 0.43

---

B) The following is a DFT calculation (wB97M-V/def2-TZVPD) of an isolated molecule of C3H8N2OS.

## Properties
Spin multiplicity: 1
Kohn-Sham gap (eV): 9.4
SMILES string: [H]/N=C\NSCOC
Total charge: 0

Geometry (Å):
C -1.26 -1.98 0.52
C -0.36 -0.44 -0.94
C 1.25 1.84 0.77
H -1.16 -2.67 -0.48
H -2.30 -2.07 1.16
H -0.28 -2.28 1.09
H -0.22 -1.23 -1.77
H 0.37 -0.64 -0.20
H -0.56 2.86 -0.29
H 1.20 2.50 1.65
H 2.13 0.75 -0.23
N 0.31 1.93 -0.24
N 2.34 1.00 0.72
O -1.53 -0.63 -0.10
S 0.07 1.07 -1.66

Results of the Mulliken charge analysis, in e, for atoms 1 through 8:
1 C -0.56
2 C -0.28
3 C 0.05
4 H 0.25
5 H 0.21
6 H 0.29
7 H 0.25
8 H 0.22

---

C) The following is a DFT calculation (wB97M-V/def2-TZVPD) of an isolated molecule of C3H8N2OS.

## Properties
Spin multiplicity: 1
Kohn-Sham gap (eV): 9.6
SMILES string: CSCO/C=N\N
Total charge: 0

Geometry (Å):
C 1.33 1.47 -0.11
C 0.35 -0.96 -0.69
C -0.98 -0.12 0.97
H 0.44 1.46 0.46
H 2.06 2.42 -0.11
H 0.93 1.71 -1.15
H 0.68 -1.91 -1.17
H -0.01 -0.27 -1.50
H -0.56 0.04 1.85
H -2.00 -0.58 -0.99
H -3.33 0.51 -0.62
N -1.74 0.77 0.42
N -2.27 0.35 -0.71
O -0.49 -1.30 0.38
S 1.85 -0.20 0.07

Results of the Mulliken charge analysis, in e, for atoms 1 through 8:
1 C -0.74
2 C -0.46
3 C -0.40
4 H 0.31
5 H 0.32
6 H 0.23
7 H 0.34
8 H 0.31

---

The calculated energies rank the structures as follows, beginning with the most stable: C), A), B).

---

A) The following is a DFT calculation (wB97M-V/def2-TZVPD) of a structure of composition C3H8N2OS.

## Properties
Spin multiplicity: 1
Kohn-Sham gap (eV): 8.3
Total charge: 0

Geometry (Å):
C -0.16 -1.51 -0.48
C 1.50 -0.01 0.53
C 0.40 0.91 1.20
H -2.71 -0.03 -1.42
H -1.70 -2.03 -2.24
H -0.34 -2.56 -0.79
H 2.32 -0.45 1.40
H 1.69 0.54 -0.29
H -0.44 1.26 0.36
H -0.01 0.68 2.30
H -0.23 3.12 0.62
N -1.70 -0.63 -1.95
N -0.67 -0.49 -0.99
O 0.88 -1.32 0.24
S 1.17 2.51 1.49

Results of the Mulliken charge analysis, in e, for atoms 1 through 8:
1 C 0.06
2 C -0.55
3 C -0.43
4 H 0.24
5 H 0.23
6 H 0.29
7 H 0.27
8 H 0.47

---

B) The following is a DFT calculation (wB97M-V/def2-TZVPD) of an isolated molecule of C3H8N2OS.

## Properties
Spin multiplicity: 1
Kohn-Sham gap (eV): 10.0
SMILES string: NC(=O)NCCS
Total charge: 0

Geometry (Å):
C -0.28 0.12 1.00
C -0.83 -1.11 0.18
S -2.62 -1.44 0.60
N 1.10 0.28 0.70
C 1.58 0.80 -0.53
N 0.68 1.48 -1.34
O 2.75 0.90 -0.84
H -0.96 0.98 0.80
H -0.27 -0.05 2.15
H -0.12 -2.04 0.27
H -0.87 -0.77 -0.88
H -2.70 -2.61 0.00
H 1.87 0.03 1.24
H 1.06 1.81 -2.18
H -0.39 1.60 -1.16

Results of the Mulliken charge analysis, in e, for atoms 1 through 8:
1 C -0.89
2 C -0.31
3 S -0.24
4 N -0.07
5 C 0.43
6 N -0.34
7 O -0.62
8 H 0.33

---

C) The following is a DFT calculation (wB97M-V/def2-TZVPD) of an isolated molecule of C3H8N2OS.

## Properties
Spin multiplicity: 1
Kohn-Sham gap (eV): 9.3
Total charge: 0

Geometry (Å):
C -1.60 -0.06 0.70
C 0.46 -0.37 -1.02
C 2.15 -0.16 0.66
N -2.02 0.69 -0.43
N -1.01 1.04 -1.24
O 1.59 0.20 -0.54
S -0.45 -1.45 -0.01
H -0.95 0.37 1.39
H -2.45 -0.45 1.13
H 0.59 -0.74 -2.08
H 2.44 -1.22 0.48
H 1.39 -0.21 1.43
H 3.08 0.50 1.08
H -2.74 0.23 -0.84
H -0.48 1.65 -0.71

Results of the Mulliken charge analysis, in e, for atoms 1 through 8:
1 C -0.58
2 C -0.06
3 C -0.58
4 N -0.04
5 N -0.66
6 O -0.32
7 S -0.16
8 H 0.28

---

The calculated energies rank the structures as follows, beginning with the most stable: B), C), A).

---

A) The following is a DFT calculation (wB97M-V/def2-TZVPD) of an isolated molecule of C3H8N2OS.

## Properties
Spin multiplicity: 1
Kohn-Sham gap (eV): 9.6
SMILES string: NC(=O)[C@H](N)CS
Total charge: 0

Geometry (Å):
N 0.10 -0.64 1.71
C -0.04 0.10 0.49
C -1.05 -0.56 -0.47
S -2.64 -1.00 0.26
C 1.29 0.23 -0.27
N 1.32 1.12 -1.31
O 2.23 -0.50 -0.02
H 0.67 -1.45 1.51
H -3.10 0.26 0.27
H 0.57 -0.09 2.42
H -0.40 1.10 0.70
H -1.17 -0.01 -1.38
H -0.58 -1.51 -0.74
H 0.63 1.85 -1.28
H 2.14 1.10 -1.89

Results of the Mulliken charge analysis, in e, for atoms 1 through 8:
1 N -0.66
2 C 0.10
3 C -1.06
4 S -0.16
5 C 0.47
6 N -0.40
7 O -0.61
8 H 0.28

---

B) The following is a DFT calculation (wB97M-V/def2-TZVPD) of an isolated molecule of C3H8N2OS.

## Properties
Spin multiplicity: 1
Kohn-Sham gap (eV): 9.1
SMILES string: COCC(=S)NN
Total charge: 0

Geometry (Å):
C -1.33 1.61 1.26
C -0.06 -0.39 1.12
C 0.59 -0.35 -0.27
H -0.86 1.90 2.20
H -0.74 2.04 0.45
H -2.36 1.97 1.15
H 0.53 0.16 1.84
H -0.16 -1.41 1.48
H 0.15 -0.32 -2.18
H -1.98 -0.42 -0.52
H -1.59 -1.93 -1.11
N -0.17 -0.68 -1.29
N -1.54 -0.90 -1.28
O -1.34 0.21 1.21
S 2.15 0.14 -0.48

Results of the Mulliken charge analysis, in e, for atoms 1 through 8:
1 C -0.69
2 C -0.48
3 C 0.23
4 H 0.30
5 H 0.33
6 H 0.25
7 H 0.36
8 H 0.30

---

The calculated energies rank the structures as follows, beginning with the most stable: A), B).